{
  "formula": "C36H87AsF6N9O6",
  "method": "ωB97M-V/def2-TZVPD",
  "elements": ["N", "H", "H", "H", "H", "O", "H", "C", "H", "H", "H", "C", "H", "C", "C", "H", "C", "H", "H", "N", "C", "H", "F", "H", "H", "C", "H", "H", "C", "H", "F", "H", "H", "F", "C", "C", "C", "H", "O", "H", "N", "C", "O", "H", "H", "H", "N", "H", "H", "H", "H", "H", "H", "C", "H", "H", "C", "N", "C", "C", "H", "H", "O", "C", "C", "H", "H", "C", "H", "H", "C", "H", "H", "C", "H", "F", "H", "C", "H", "H", "H", "H", "H", "C", "N", "N", "H", "H", "C", "H", "C", "C", "H", "H", "C", "H", "C", "H", "H", "N", "C", "H", "H", "H", "H", "H", "C", "H", "H", "H", "H", "N", "As", "H", "O", "H", "C", "F", "H", "H", "H", "H", "H", "H", "H", "H", "C", "H", "F", "H", "H", "H", "H", "C", "H", "H", "C", "H", "H", "C", "H", "H", "H", "C", "O"],
  "xyz": [[-5.518, -3.842, 0.146], [5.820, 2.665, -5.120], [3.794, -3.776, -1.558], [0.865, -5.236, 4.556], [-3.870, -2.863, 0.666], [-7.534, -3.817, 1.126], [-0.775, 5.878, -4.235], [-4.040, 0.905, -6.514], [5.566, -5.481, 0.266], [1.270, -4.485, 1.505], [-5.646, -4.769, 2.984], [3.911, 3.341, -4.380], [0.365, 2.500, 1.446], [-2.601, 0.064, 4.442], [0.655, -3.328, 6.547], [-2.922, 2.983, -0.005], [-1.079, 6.000, -3.195], [-3.381, 0.948, -7.381], [-3.595, -4.631, 0.569], [-3.275, 0.914, -5.239], [4.829, -0.752, 1.666], [-3.532, 2.552, -2.928], [-0.369, 0.143, 1.713], [5.419, 2.235, -3.393], [2.537, 3.485, -6.404], [-5.686, -3.746, 2.609], [-1.637, 0.411, -2.999], [-3.646, 1.184, -4.339], [1.194, -3.134, 7.996], [3.838, -2.215, -2.397], [-1.906, -1.418, 0.157], [-0.145, 6.293, -2.715], [-1.995, 0.439, 5.266], [0.101, -2.321, 1.583], [1.522, -5.280, 0.804], [2.229, 1.625, -2.642], [-1.559, 4.580, -2.685], [-6.269, -3.075, 3.240], [3.056, -7.523, 0.553], [3.841, 4.147, -5.111], [-0.026, 5.309, 0.193], [1.766, 1.581, -6.903], [6.362, -1.957, 0.292], [-4.523, 1.879, -6.595], [-0.164, 0.650, -3.959], [1.467, 2.382, -2.829], [-3.978, 0.063, 5.015], [-4.839, 1.446, 2.735], [-1.160, 7.075, -0.431], [1.305, 2.948, -5.212], [-2.161, 4.033, -3.411], [-6.255, 0.401, 2.566], [-4.045, -0.083, 6.012], [-5.204, 0.426, 2.857], [3.083, -6.301, 3.975], [-3.648, 6.323, 0.458], [2.920, 1.219, -3.948], [1.710, -3.567, 5.544], [3.074, -5.359, 4.524], [-3.547, 2.285, -1.871], [2.511, -0.591, 3.842], [3.462, -4.720, 3.731], [1.420, 5.004, 1.929], [3.597, -6.467, 0.761], [-4.169, 5.568, -0.130], [1.783, 2.671, 0.581], [3.866, 0.692, -3.815], [-5.127, 0.302, 4.375], [3.409, -1.400, 5.093], [2.132, -3.069, 3.494], [-1.223, 0.898, -3.882], [2.712, 1.133, -7.208], [5.512, -7.162, 0.150], [0.841, 4.562, 0.929], [1.316, 2.001, -7.803], [0.042, -2.209, -1.008], [1.157, -4.987, -0.180], [1.741, -4.956, 5.141], [0.682, -2.395, 4.202], [2.931, 2.233, -2.072], [-4.790, 0.119, -6.600], [3.940, -5.508, 5.170], [0.191, 2.807, -0.260], [-2.470, 3.041, -0.995], [2.928, -5.344, 0.903], [4.152, -1.928, -0.370], [-3.427, 1.202, -1.895], [1.780, -5.556, 6.051], [-1.956, 0.616, -5.215], [-0.086, -4.122, 6.453], [-0.464, 6.757, 0.344], [-3.524, 5.232, -1.483], [-5.176, 5.920, -0.355], [0.356, 7.465, 0.463], [-6.328, -3.762, 1.251], [2.246, 0.519, -4.442], [1.732, -2.614, 4.399], [-4.145, 4.689, 0.515], [2.005, 0.761, -2.016], [-2.216, 4.476, -1.399], [0.774, 3.081, 0.619], [-4.641, -3.460, 2.729], [4.447, -1.482, 2.379], [1.122, 0.794, -6.512], [1.612, -4.083, 8.333], [-1.832, 6.775, -3.053], [5.125, -6.346, 0.760], [-1.000, 6.961, 1.271], [-4.622, -0.250, 2.231], [1.017, -6.228, 0.993], [3.197, -1.742, -0.097], [3.174, 2.231, -4.968], [-0.182, -1.069, 0.324], [-0.775, 4.795, -0.249], [-6.119, 0.431, 5.052], [0.146, -2.408, 6.260], [-4.087, -3.774, 0.108], [-0.258, 0.305, -0.863], [3.457, -4.491, 1.017], [-4.479, 2.684, -1.470], [-2.322, -0.951, 4.158], [3.460, 3.737, -3.470], [4.162, 0.062, 1.384], [0.458, -2.721, 8.686], [-1.575, 2.420, -1.040], [-1.168, 1.953, -3.613], [5.181, -1.588, 0.458], [-4.125, 4.690, -2.214], [1.614, -0.900, 0.331], [1.830, -0.708, 5.494], [2.032, -2.440, 7.934], [5.356, -2.922, -1.800], [-3.355, 6.220, -1.910], [4.291, -2.807, -1.602], [5.839, 3.852, -3.732], [5.510, -6.302, 1.779], [5.361, 2.983, -4.184], [5.693, -0.253, 2.106], [-6.097, -4.011, -0.665], [2.128, 2.637, -5.856], [-3.761, -3.732, -0.931], [-0.600, 4.062, -2.687], [-2.324, 0.834, 3.722], [2.399, -1.225, 4.721], [-1.376, 0.152, -6.191]],
  "forces_ev_per_angstrom": [[-1.677, -0.436, 0.371], [0.079, -0.012, 0.240], [-0.009, 0.078, 0.451], [-0.079, -0.212, -0.370], [0.938, -0.110, -0.374], [-0.508, 0.155, 0.116], [-0.483, 0.126, -0.186], [0.140, 1.187, 0.801], [-0.597, 0.532, 0.020], [-0.890, -0.226, -0.038], [-0.642, -0.060, 0.158], [-0.232, 0.158, -1.420], [-0.325, 0.430, 0.236], [-0.443, 0.191, 1.470], [0.501, 0.872, -0.209], [0.633, 0.347, 0.223], [-0.441, -1.132, 0.549], [0.326, -0.701, 0.402], [-0.010, -0.061, 0.107], [-0.099, -0.203, -0.687], [0.042, 0.178, -0.378], [0.189, 0.401, -0.025], [0.001, -1.585, -2.045], [0.285, -0.406, -0.285], [-0.295, 0.240, 0.114], [0.492, 0.298, 0.601], [-0.066, -0.302, -0.233], [-0.503, 0.110, -0.532], [0.294, -0.356, -1.265], [0.048, -0.259, -0.219], [1.045, 0.703, 0.682], [-0.223, -0.004, 0.485], [0.357, -0.656, 0.232], [-0.813, 0.930, -1.213], [-1.317, 0.896, 0.177], [1.673, 1.022, -0.073], [1.242, 0.390, -0.760], [-0.124, -0.413, 0.181], [-0.605, -1.541, -0.025], [0.157, 0.247, 0.037], [-0.630, 1.898, -0.562], [0.256, -0.233, 0.415], [-1.678, 0.297, -0.202], [-0.508, -0.040, 0.235], [-0.212, -0.522, -0.200], [-0.792, -0.649, 0.024], [2.384, 0.110, -1.158], [0.063, 0.131, -0.670], [0.435, -0.450, -0.388], [-0.886, 0.356, -0.479], [-0.168, 0.386, -0.647], [0.142, -0.040, 0.152], [-0.196, 0.232, -0.226], [0.222, 0.564, 0.588], [-0.781, -0.396, 0.109], [0.225, 0.193, -0.469], [-1.131, -0.757, -1.153], [0.668, 0.438, 0.104], [0.961, -0.397, -1.633], [0.356, 1.232, 0.055], [-0.398, -0.080, -0.075], [-0.276, 0.590, 0.079], [0.249, -0.322, -1.367], [2.066, 0.014, -0.838], [0.168, -0.992, -0.346], [0.108, 0.115, -0.471], [-0.098, -0.106, 0.490], [-0.417, -0.757, -0.280], [0.062, -0.005, 0.184], [0.189, -0.034, 0.253], [0.311, 0.169, -0.266], [0.040, -0.132, -0.074], [0.006, -0.375, 0.648], [-1.174, 0.759, 2.322], [-0.220, 0.138, 0.188], [-0.034, 0.537, 0.805], [0.220, 0.242, -0.220], [1.509, -0.263, 0.696], [-0.211, 0.085, -0.587], [0.303, -0.141, 0.375], [0.269, -0.101, 0.095], [-0.398, 0.455, 0.767], [0.410, 0.178, -0.044], [-0.788, -0.405, -1.590], [0.706, 1.019, 0.076], [0.342, -1.498, -0.705], [-0.244, 0.056, 0.779], [-0.791, -0.009, 0.244], [1.112, -0.425, 0.117], [-0.168, -0.154, 0.333], [0.779, -0.970, 1.265], [1.423, 0.302, 0.503], [-0.132, -0.158, 0.433], [0.360, -0.323, -0.647], [1.059, -0.490, -0.682], [0.088, -0.436, -0.027], [-0.826, 0.913, 1.034], [-0.616, -0.080, 0.025], [-0.631, 0.204, -0.221], [-1.264, 0.126, 0.746], [0.566, -0.373, 0.096], [0.047, 0.398, -0.680], [-0.488, 0.482, 0.289], [-0.081, 0.055, -0.099], [-0.155, 0.013, 0.359], [0.175, 0.051, -0.346], [0.128, 0.062, -0.288], [-0.244, -0.602, 0.352], [0.190, -0.018, 0.340], [0.415, 0.059, 0.514], [0.079, 0.375, 0.103], [1.530, 0.134, 0.980], [1.065, 0.425, 0.362], [-0.020, -0.091, -0.490], [-1.622, 0.220, 0.379], [-0.159, 0.136, -0.003], [-0.080, 0.388, 0.229], [-0.209, -1.344, 1.369], [-0.205, -0.059, -0.057], [-0.472, -0.896, -0.250], [0.314, 0.300, -0.258], [-0.048, -0.009, 0.312], [-0.609, -0.390, 0.309], [-0.114, -0.288, -0.027], [0.253, 0.537, 0.221], [-0.491, 0.243, -0.325], [1.889, -0.583, -0.463], [-0.695, 0.090, 0.301], [-1.277, 0.466, 0.144], [0.007, 0.063, -0.050], [-0.028, 0.092, 0.027], [-0.125, -0.069, 0.066], [0.387, -0.213, -0.355], [0.287, 1.726, 0.962], [0.438, 0.112, -0.330], [0.089, -0.487, -0.001], [-0.226, 0.376, 1.084], [0.246, -0.464, -0.238], [0.440, 0.038, -0.216], [-0.250, -0.152, -0.038], [0.084, 0.330, 0.200], [-0.036, -0.572, 0.495], [-0.911, -0.334, -0.661], [0.166, -1.444, -0.025], [-0.134, 0.403, 0.482]],
  "mulliken_charge": [-0.134, 0.280, 0.250, 0.324, 0.001, -0.658, 0.489, -1.043, 0.287, 0.195, 0.288, -0.481, 0.132, -0.914, -0.507, 0.526, -1.544, 0.359, 0.266, -0.139, -0.531, 0.081, -0.481, 0.259, 0.483, -0.878, 0.221, 0.220, -1.283, 0.188, -0.576, 0.350, 0.356, -0.576, -0.901, -0.367, -0.041, 0.262, -0.692, 0.499, 0.166, -1.345, -0.733, 0.359, 0.002, -0.190, -0.144, 0.237, 0.285, -0.096, 0.555, 0.324, 0.234, -0.859, 0.402, 0.249, -1.337, 0.274, -1.070, -1.513, 0.333, 0.067, -0.727, 0.839, -1.328, 0.241, 0.383, 0.663, 0.423, -0.232, 0.400, 0.343, 0.351, 0.321, 0.400, -0.506, 0.339, -0.497, 0.103, 0.485, 0.301, 0.388, -0.581, 0.504, 0.170, 0.274, 0.483, 0.410, 0.338, 0.465, -0.955, -0.609, 0.415, 0.347, 0.556, 0.373, 0.400, 0.242, 0.359, 0.737, 0.288, 0.275, -0.099, 0.240, 0.306, 0.301, -1.096, 0.299, 0.203, 0.268, 0.090, 0.258, 2.219, 0.154, -0.688, 0.295, -0.537, -0.217, -0.027, 0.446, 0.322, 0.261, 0.129, 0.413, -0.879, -0.414, 0.763, 0.471, -0.825, 0.330, 0.290, 0.405, 0.300, -0.874, 0.431, 0.243, -1.296, 0.379, 0.231, 0.050, 0.342, -0.423, 0.259, -1.607, -0.664],
  "total_charge": -1,
  "max_force_ev_per_a": 2.711,
  "relative_energy_ev": 2.7728,
  "total_energy_ha": -5203.27865,
  "e_homo_ev": -6.33,
  "e_lumo_ha": 0.0710
}